# 1
{"formula": "C36H41O4S", "method": "ωB97M-V/def2-TZVPD", "homo_energy_ev": -10.591, "homo_lumo_gap_ev": 7.39, "max_force_ha_per_bohr": 0.0496, "total_charge": 1, "spin_multiplicity": 1, "molar_mass_g_mol": 569.8, "elements": ["C", "O", "C", "S", "C", "C", "O", "O", "C", "C", "O", "H", "H", "H", "H", "H", "H", "H", "H", "H", "H", "H", "C", "C", "C", "C", "C", "C", "H", "H", "H", "H", "H", "H", "C", "C", "C", "C", "C", "C", "H", "H", "H", "H", "H", "H", "C", "C", "C", "C", "C", "C", "H", "H", "H", "H", "H", "H", "C", "C", "C", "C", "C", "C", "H", "H", "H", "H", "H", "H", "C", "C", "C", "C", "C", "C", "H", "H", "H", "H", "H", "H"], "xyz": [[5.920107, 0.550397, 5.773301], [4.697024, 0.012111, 5.256785], [4.280006, 0.531984, 4.085170], [3.889571, 2.345747, 4.259165], [2.107307, 2.569067, 4.242684], [1.572945, 2.237566, 5.616846], [2.260023, 2.124860, 6.595441], [0.223683, 2.144986, 5.603605], [-0.297111, 0.881178, 6.039564], [-0.153070, -0.249453, 5.074707], [-0.839546, 0.804248, 7.102355], [6.534269, 0.949766, 4.974418], [5.690038, 1.310260, 6.505919], [6.459404, -0.242730, 6.264532], [3.398170, 0.010876, 3.742036], [5.035480, 0.477318, 3.302942], [4.283630, 2.849345, 3.073524], [1.634507, 1.941152, 3.502597], [1.897224, 3.603986, 4.001828], [-1.113842, -0.529229, 4.674146], [0.485125, 0.012785, 4.241711], [0.255131, -1.075034, 5.636518], [-2.659999, -4.438010, 4.976675], [-2.412330, -5.553377, 5.763752], [-2.031456, -5.397395, 7.089101], [-1.903566, -4.126053, 7.630690], [-2.153007, -3.009491, 6.845410], [-2.528406, -3.167024, 5.517930], [-2.957711, -4.559744, 3.943475], [-2.518503, -6.544897, 5.344649], [-1.836613, -6.267628, 7.701352], [-1.612627, -4.005477, 8.665688], [-2.057385, -2.017274, 7.270138], [-2.725322, -2.297417, 4.902753], [5.143539, 3.174430, -2.230677], [5.883944, 3.100735, -1.059613], [5.315588, 2.556390, 0.082583], [4.010118, 2.083657, 0.047767], [3.269724, 2.155114, -1.122138], [3.837344, 2.703557, -2.262071], [5.585646, 3.599009, -3.121401], [6.902252, 3.464164, -1.038458], [5.897762, 2.498438, 0.996961], [3.562796, 1.649980, 0.938543], [2.254509, 1.781550, -1.145497], [3.262022, 2.763162, -3.175924], [1.337916, -1.243408, -1.000657], [0.045926, -1.708254, -0.795502], [-0.815628, -1.860156, -1.872775], [-0.381944, -1.555578, -3.155411], [0.911299, -1.094980, -3.360836], [1.770344, -0.935283, -2.282901], [2.012545, -1.125253, -0.160700], [-0.290287, -1.955224, 0.203753], [-1.823904, -2.217709, -1.714650], [-1.052709, -1.679272, -3.994985], [1.249640, -0.860655, -4.361509], [2.778251, -0.573534, -2.441908], [-4.084481, -0.408160, -2.231051], [-5.376228, -0.872963, -2.028281], [-6.235623, -1.026683, -3.107381], [-5.801228, -0.721348, -4.389323], [-4.508609, -0.258532, -4.591790], [-3.651306, -0.098955, -3.512730], [-3.414558, -0.285427, -1.389586], [-5.714221, -1.115877, -1.029298], [-7.244061, -1.384936, -2.949079], [-6.469716, -0.844310, -5.230918], [-4.169036, -0.022803, -5.592394], [-2.644731, 0.266685, -3.670400], [-2.401187, 1.364145, -7.635547], [-1.580127, 0.893539, -8.650429], [-1.861822, 1.209065, -9.971740], [-2.961079, 1.999275, -10.276788], [-3.780748, 2.470992, -9.261379], [-3.502629, 2.151363, -7.940107], [-2.182140, 1.117025, -6.603971], [-0.720880, 0.280142, -8.412167], [-1.225266, 0.838636, -10.764267], [-3.179162, 2.247215, -11.306977], [-4.636917, 3.087801, -9.499951], [-4.144085, 2.515835, -7.147848]], "atomic_forces_ev_per_a": [[0.0, -0.1, 0.1], [-0.2, 0.0, 0.2], [0.3, -0.7, -0.2], [0.5, 0.8, 0.7], [0.0, -0.2, -0.3], [0.0, 0.2, 1.2], [-0.3, -0.3, -0.9], [0.4, -0.3, -0.4], [-1.4, -0.3, 2.1], [0.5, 0.5, 0.0], [0.8, 0.3, -1.5], [0.2, 0.1, -0.2], [0.0, 0.3, 0.1], [0.0, -0.3, 0.1], [-0.4, 0.0, 0.0], [0.2, 0.3, -0.2], [-0.4, -0.2, -0.3], [-0.1, -0.1, -0.3], [0.0, 0.3, -0.1], [-0.4, -0.1, 0.0], [0.2, -0.1, -0.2], [0.0, -0.4, 0.0], [0.0, 0.0, 0.0], [0.0, 0.0, 0.0], [0.0, 0.0, 0.0], [0.0, 0.0, 0.0], [0.0, 0.1, 0.0], [0.0, 0.0, 0.0], [0.0, 0.0, 0.0], [0.0, 0.0, 0.0], [0.0, 0.0, 0.0], [0.0, 0.0, 0.0], [0.0, 0.0, 0.0], [-0.1, 0.0, 0.0], [0.0, 0.0, 0.0], [0.0, 0.0, 0.0], [-0.1, 0.0, 0.1], [0.1, 0.0, 0.1], [-0.1, 0.0, 0.0], [0.1, 0.0, 0.0], [0.0, 0.0, 0.0], [0.0, 0.0, 0.0], [0.1, 0.0, 0.0], [0.0, -0.1, 0.0], [0.0, 0.0, 0.0], [0.0, 0.0, 0.0], [0.0, 0.0, 0.0], [0.0, 0.0, 0.0], [0.0, 0.0, 0.0], [0.0, 0.0, 0.0], [0.0, 0.0, 0.0], [0.1, 0.0, 0.0], [0.0, 0.0, 0.0], [0.0, 0.0, 0.0], [0.0, 0.0, 0.0], [0.0, 0.0, 0.0], [0.0, 0.0, 0.0], [0.0, 0.0, 0.0], [0.0, 0.0, 0.0], [0.0, 0.0, 0.0], [0.0, 0.0, 0.0], [0.0, 0.0, 0.0], [0.0, 0.0, 0.0], [0.0, 0.0, 0.0], [0.0, 0.0, 0.0], [0.0, 0.0, 0.0], [0.0, 0.0, 0.0], [0.0, 0.0, 0.0], [0.0, 0.0, 0.0], [0.0, 0.0, 0.0], [0.0, 0.0, 0.0], [0.0, 0.0, 0.0], [0.0, 0.0, 0.0], [0.0, 0.0, 0.0], [0.0, 0.0, 0.0], [0.0, 0.0, 0.0], [0.0, 0.0, 0.0], [0.0, 0.0, 0.0], [0.0, 0.0, 0.0], [0.0, 0.0, 0.0], [0.0, 0.0, 0.0], [0.0, 0.0, 0.0]], "lowdin_charge": [-0.05, -0.18, -0.38, 1.20, -0.25, -0.52, 0.17, 0.09, -0.41, 0.05, 0.19, 0.10, 0.10, 0.10, 0.12, 0.11, 0.01, 0.10, 0.12, 0.09, 0.07, 0.11, -0.10, -0.09, -0.09, -0.09, -0.10, -0.11, 0.10, 0.10, 0.10, 0.10, 0.09, 0.09, -0.07, -0.08, -0.11, -0.12, -0.10, -0.07, 0.11, 0.11, 0.09, 0.07, 0.10, 0.11, -0.11, -0.10, -0.09, -0.09, -0.08, -0.11, 0.09, 0.10, 0.10, 0.10, 0.10, 0.10, -0.11, -0.09, -0.09, -0.09, -0.09, -0.10, 0.09, 0.10, 0.10, 0.10, 0.09, 0.09, -0.11, -0.10, -0.09, -0.09, -0.09, -0.10, 0.09, 0.10, 0.10, 0.10, 0.10, 0.10]}

# 2
{"formula": "C5H10N5", "method": "ωB97M-V/def2-TZVPD", "homo_energy_ev": -12.846, "homo_lumo_gap_ev": 9.05, "max_force_ha_per_bohr": 0.0971, "total_charge": 1, "spin_multiplicity": 1, "smiles": "[H]/N=N/C(C)=C(/C)NC#[N+]N", "e_above_lowest_kcal_mol": 105.44, "molar_mass_g_mol": 140.2, "elements": ["C", "C", "C", "C", "C", "N", "N", "N", "N", "N", "H", "H", "H", "H", "H", "H", "H", "H", "H", "H"], "xyz": [[-0.365354, 0.749307, -0.053122], [-0.599079, -0.567046, -0.084759], [2.157459, 0.705580, -0.073894], [-1.369253, 1.774125, -0.019608], [-1.956440, -1.162975, 0.288554], [0.995636, 1.275803, -0.013164], [0.066389, -2.588653, -0.085428], [3.201307, 0.178477, 0.167373], [0.492767, -1.418827, -0.140726], [4.365889, -0.365079, 0.071246], [-1.112517, 2.851103, -0.305042], [-1.724420, 1.873494, 1.069522], [-2.065341, 1.635385, -0.771149], [-1.834906, -1.948299, 0.930704], [-2.481631, -1.513611, -0.606780], [-2.666192, -0.507924, 0.720082], [1.117677, 2.172614, -0.525571], [0.885823, -3.186766, -0.214382], [4.343178, -1.196012, -0.462766], [5.157832, 0.025207, 0.559620]], "atomic_forces_ev_per_a": [[2.0, -0.9, -0.2], [-1.5, 1.2, 1.8], [3.5, -3.2, 1.5], [0.0, 3.6, 2.4], [-0.1, 1.6, -3.0], [0.2, 1.6, -1.7], [1.5, -0.4, -0.3], [-3.8, 3.1, -0.4], [-0.4, -1.0, -0.4], [0.0, 0.0, -0.1], [0.7, -1.4, 0.6], [-0.2, -0.2, -1.8], [-2.2, -1.0, -0.8], [0.4, -2.1, 1.5], [0.3, -0.3, 0.1], [-0.2, 1.3, 0.5], [-0.8, -0.5, 0.5], [0.1, -0.3, 0.2], [0.8, -0.8, -0.5], [-0.3, -0.2, 0.2]], "lowdin_charge": [-0.23, -0.26, -0.01, -0.03, -0.01, 0.14, 0.11, 0.09, -0.01, 0.13, 0.12, 0.15, 0.07, 0.04, 0.10, 0.07, 0.18, 0.08, 0.13, 0.15]}

# 3
{"formula": "C16H42N2NaO5", "method": "ωB97M-V/def2-TZVPD", "homo_energy_ev": -12.352, "homo_lumo_gap_ev": 10.37, "max_force_ha_per_bohr": 0.0630, "total_charge": 1, "spin_multiplicity": 1, "molar_mass_g_mol": 365.5, "elements": ["Na", "C", "C", "C", "O", "H", "H", "H", "H", "H", "H", "H", "H", "C", "C", "C", "O", "H", "H", "H", "H", "H", "H", "H", "H", "C", "O", "C", "C", "N", "C", "C", "O", "C", "H", "H", "H", "H", "H", "H", "H", "H", "H", "H", "H", "H", "H", "H", "H", "C", "C", "C", "O", "C", "N", "H", "H", "H", "H", "H", "H", "H", "H", "H", "H", "H"], "xyz": [[-0.181490, -0.904414, 0.419780], [-0.912810, 1.813826, 3.812030], [-0.304350, 0.432966, 3.463910], [0.083120, -0.507344, 4.642220], [-1.188790, -0.171464, 2.626050], [-1.840460, 1.894546, 4.378650], [-0.944210, 2.397846, 2.892230], [-0.134800, 2.142476, 4.501080], [0.584150, 0.758276, 2.922770], [1.112170, -0.405384, 4.986820], [-0.134970, -1.564624, 4.491530], [-0.532620, -0.293904, 5.515950], [-2.058580, -0.181504, 3.032220], [2.355300, -3.691554, 0.745850], [2.961940, -2.485064, 1.493120], [4.384160, -2.243034, 1.113880], [2.227800, -1.321784, 1.367790], [1.315180, -3.931844, 0.966150], [2.997420, -4.531584, 1.010680], [2.400300, -3.417244, -0.308110], [3.024020, -2.843064, 2.520770], [4.432200, -1.444434, 0.373590], [4.938310, -3.058134, 0.648450], [4.920760, -2.153314, 2.058400], [2.883960, -0.622374, 1.411220], [-3.513330, 1.459406, 0.526860], [-2.711000, 0.442336, 0.058620], [-3.453800, -0.419844, -0.848980], [-2.421940, -1.174394, -1.727540], [-1.681930, -2.227454, -1.046130], [-0.819170, -3.024334, -1.939190], [0.354120, -2.216404, -2.611930], [1.103640, -1.513074, -1.622750], [2.299440, -0.898624, -2.058010], [-4.371130, 1.011996, 1.028950], [-3.944550, 2.101216, -0.241400], [-2.945540, 2.088386, 1.212500], [-4.032050, 0.217986, -1.517480], [-4.155700, -0.992584, -0.242850], [-1.724090, -0.426874, -2.104810], [-2.954760, -1.577114, -2.588940], [-2.392390, -2.761914, -0.566870], [-1.482420, -3.614124, -2.571920], [-0.414550, -3.723604, -1.207480], [-0.065670, -1.500924, -3.319010], [1.061850, -2.797904, -3.202760], [1.995570, -0.359904, -2.955530], [3.080470, -1.530114, -2.481480], [2.683520, -0.231944, -1.285920], [2.108250, 3.066136, -0.857460], [0.566250, 2.748616, -0.683100], [-0.341140, 3.445346, -1.782000], [-1.615250, 2.765906, -1.854680], [-2.456740, 3.315946, -2.881070], [0.466270, 1.294416, -0.787670], [2.397360, 2.810446, -1.876840], [2.750290, 2.658936, -0.076390], [2.238340, 4.142106, -0.741420], [0.024610, 3.192026, 0.152420], [0.010600, 3.311436, -2.804960], [-0.565470, 4.488266, -1.558160], [-2.289890, 2.648206, -3.726290], [-2.159330, 4.346646, -3.074250], [-3.476690, 3.534536, -2.564790], [-0.507170, 1.157346, -1.019460], [0.967410, 1.075646, -1.636850]], "atomic_forces_ev_per_a": [[0.2, 0.3, 0.2], [1.7, -0.5, 1.1], [0.1, 1.2, 1.9], [-0.4, 0.6, 0.6], [-1.0, -1.9, -2.4], [-0.2, -0.6, -0.2], [0.0, 0.2, 0.2], [-0.1, 1.1, 0.0], [0.2, -0.7, -0.4], [0.0, 0.1, -0.2], [0.2, 0.1, -0.7], [-0.1, 0.3, 0.1], [-0.1, 0.0, 0.0], [0.3, 1.2, -0.3], [-0.1, -3.2, 0.5], [1.1, -0.5, -0.2], [-1.0, 1.0, -0.1], [0.0, 0.1, 0.4], [-0.2, -0.1, -0.4], [0.1, -0.5, -0.3], [-0.5, 0.4, 0.5], [0.4, 0.4, 0.4], [-0.5, -0.4, -0.2], [0.4, 1.1, -0.3], [-0.3, 0.5, 0.1], [-0.9, 0.6, 0.8], [0.5, -1.3, -1.4], [1.6, 0.8, 0.1], [-0.8, 0.3, 0.3], [0.1, 1.7, 0.2], [0.4, -0.2, 1.4], [-0.6, 0.1, 0.2], [-0.4, -0.8, 1.2], [-0.7, 0.3, -1.4], [-0.2, 0.1, 0.5], [0.3, 0.1, -0.4], [0.0, -0.1, 0.0], [-0.1, 0.0, -0.1], [0.0, -0.6, -0.2], [0.0, 0.1, 0.0], [-0.2, -0.1, -0.3], [0.4, -0.7, 0.0], [0.5, 0.2, -0.9], [0.6, -0.4, -0.4], [-0.1, 0.3, -0.1], [-0.3, -0.7, 0.1], [0.3, 0.9, -0.1], [0.0, -0.8, 0.7], [-0.1, -0.2, -0.1], [-1.9, 1.4, 0.6], [0.3, 0.9, -1.6], [-0.3, -1.1, -0.7], [-0.4, 0.3, 1.1], [1.1, 0.5, 0.5], [-0.6, 0.4, 0.4], [0.2, -0.2, 0.2], [-0.2, -0.5, -0.2], [0.1, 0.2, -0.3], [0.9, -0.7, 1.1], [0.9, 0.5, -0.1], [0.5, 0.2, 0.0], [-0.8, 0.4, -0.4], [0.6, 0.0, -0.6], [-0.2, -1.2, 0.2], [-0.6, -0.5, -0.1], [0.1, -0.3, -0.1]], "lowdin_charge": [0.40, -0.04, -0.50, -0.02, -0.06, 0.09, 0.07, 0.08, 0.13, 0.08, 0.08, 0.08, 0.12, -0.02, -0.52, -0.04, -0.03, 0.08, 0.09, 0.07, 0.13, 0.09, 0.09, 0.09, 0.10, -0.13, -0.22, -0.14, -0.19, -0.09, -0.14, -0.15, -0.25, -0.10, 0.09, 0.09, 0.09, 0.12, 0.13, 0.11, 0.13, 0.12, 0.12, 0.11, 0.12, 0.13, 0.09, 0.10, 0.08, -0.03, -0.35, -0.16, -0.25, -0.08, 0.06, 0.08, 0.07, 0.07, 0.13, 0.12, 0.13, 0.10, 0.08, 0.09, 0.04, 0.05]}